14
Properties=species:S:1:pos:R:3:forces:R:3:mulliken_charge:R:1 method="wB97M-V/def2-TZVPD" de_lowest_kcal_mol=33.92 lumo_energy_ev=-1.365 max_force_ev_per_a=6.13
C 0.451 -0.217 0.092 -5.2 1.6 2.8 0.07
C -0.727 -1.224 0.272 0.0 -1.9 0.4 0.70
C -0.657 1.475 0.522 2.3 -2.2 -0.3 0.73
N 0.808 -0.181 -1.313 1.1 -0.1 0.2 1.15
O 0.061 -0.581 -2.152 -0.1 0.4 -0.7 -0.52
O 1.967 0.173 -1.428 0.6 0.5 -1.3 -0.72
O 1.474 -0.363 0.903 2.7 1.5 -0.9 -0.51
F -1.144 -1.484 1.549 1.1 0.9 -1.1 -0.26
F -0.292 -2.423 -0.221 -0.4 0.5 0.3 -0.25
F -1.822 -0.856 -0.396 0.5 -0.1 0.3 -0.20
F 0.348 2.340 0.604 -0.4 0.5 -0.3 -0.22
F -1.333 1.539 1.683 0.4 -0.6 -1.4 -0.22
F -1.437 1.677 -0.526 0.1 0.6 0.6 -0.20
H 2.303 0.124 0.414 -2.6 -1.6 1.3 0.47

7
Properties=species:S:1:pos:R:3:forces:R:3:mulliken_charge:R:1 method="wB97M-V/def2-TZVPD" de_lowest_kcal_mol=54.02 lumo_energy_ev=0.350 max_force_ev_per_a=4.80
C 0.543 1.111 -0.328 0.9 -4.2 2.1 0.19
C -0.100 -0.759 0.374 0.8 1.0 -0.3 -0.75
O 1.656 1.181 -0.696 -1.5 0.7 -0.1 -0.33
I -2.062 -0.624 -0.497 0.3 -0.3 0.2 0.00
H -0.354 1.714 -0.187 0.0 0.6 -0.5 0.33
H 0.537 -1.540 -0.142 -0.9 1.1 0.3 0.27
H -0.220 -1.084 1.476 0.3 1.2 -1.7 0.29

75
Properties=species:S:1:pos:R:3:forces:R:3:mulliken_charge:R:1 method="wB97M-V/def2-TZVPD" total_charge=-2 de_lowest_kcal_mol=97.62 lumo_energy_ev="3.000 / 3.001" max_force_ev_per_a=4.22
Ca -1.403 3.878 0.435 1.4 1.0 0.2 1.10
C 2.148 2.730 3.650 -0.9 -0.1 -1.0 -1.53
C 1.005 2.607 2.597 -1.4 -3.2 1.7 0.23
N 0.715 3.439 1.602 1.1 1.1 1.0 0.16
N 1.734 4.389 1.464 -1.2 -0.6 -0.7 -0.23
C 2.112 4.673 0.216 -0.7 -0.8 -0.4 0.21
N 3.057 5.636 0.203 1.0 2.1 -0.6 -0.56
S -0.858 6.733 -0.235 0.6 0.2 2.2 -0.43
C 0.077 1.428 2.655 2.2 3.5 -0.7 0.12
C 0.268 0.256 3.385 -0.2 0.0 0.0 -1.10
C -0.710 -0.710 3.399 0.9 -1.6 1.9 -0.06
C -1.903 -0.445 2.783 -1.8 0.7 -2.3 -1.28
C -1.880 0.662 1.879 -1.3 0.0 1.3 -0.10
N -0.961 1.616 1.796 -1.1 -1.6 0.0 0.22
H 2.375 3.792 3.834 0.2 -0.4 0.1 0.47
H 3.033 2.208 3.243 0.0 0.3 0.4 0.23
H 1.852 2.293 4.631 0.1 0.2 -0.8 0.36
H 2.172 4.790 2.304 -0.2 -0.1 -1.0 0.22
H 2.847 6.540 0.711 0.1 -1.6 -0.9 0.22
H 3.444 5.821 -0.725 -0.5 0.2 0.2 0.28
H 1.160 0.211 3.960 0.6 -0.5 0.4 0.37
H -0.561 -1.682 3.964 -0.1 1.3 -0.5 0.33
H -2.872 -1.016 2.854 1.5 0.4 -0.1 0.27
H -2.804 0.908 1.377 -0.1 -0.3 -0.5 0.58
S -0.275 5.019 -4.592 0.1 0.0 -0.1 -0.75
Sb 0.194 5.886 -2.443 0.2 0.0 -2.0 0.94
S 1.434 3.866 -1.250 1.5 0.3 2.6 -0.22
S -2.217 6.231 -1.698 -0.9 -0.2 -1.0 -0.37
S 1.992 7.261 -2.808 0.2 0.6 0.3 -0.75
Cl -2.269 1.230 -4.371 0.1 -0.5 -0.1 -0.21
C -2.000 2.629 -3.365 0.3 1.1 0.7 0.00
Cl -2.218 2.288 -1.592 -0.4 -0.9 -0.8 -0.02
H -2.735 3.390 -3.636 0.3 -0.2 0.2 0.35
H -0.987 3.059 -3.439 -0.5 -0.4 -0.5 -0.17
F -6.072 4.649 0.988 -0.2 0.3 -0.1 -0.22
C -4.868 5.103 1.307 1.3 1.2 1.0 0.59
F -4.991 6.223 2.146 -0.3 -1.7 -1.1 -0.26
F -4.217 5.541 0.198 -1.1 -0.6 1.2 -0.13
S -3.802 3.778 2.148 0.5 3.3 -1.2 1.17
O -2.663 4.608 2.522 0.3 -0.3 0.3 -0.75
O -4.545 3.184 3.190 -0.8 -0.9 0.6 -0.65
O -3.439 3.045 0.945 -1.0 -1.5 -0.1 -0.61
C 3.061 -2.569 1.943 -1.4 0.0 1.1 -0.91
Si 2.634 -4.220 1.160 -0.1 1.5 -0.1 0.23
C 4.082 -5.368 1.334 -0.5 -1.9 1.2 -1.08
C 1.004 -4.864 1.881 0.4 -0.2 0.0 -0.82
C 2.535 -3.967 -0.704 0.0 0.4 -0.6 -1.00
Te 1.177 -2.480 -1.552 0.6 -0.1 1.0 0.27
C 0.954 -3.504 -3.385 -1.2 0.0 -1.2 -0.98
Si -0.858 -4.172 -3.431 0.5 1.2 1.1 0.37
C -1.035 -5.656 -2.285 1.0 -0.8 0.3 -0.84
C -1.872 -2.819 -2.602 -1.1 0.5 0.5 -1.01
C -1.357 -4.490 -5.186 0.1 0.1 -1.0 -1.02
H 3.123 -2.698 3.036 0.1 -0.2 -0.1 0.28
H 2.209 -1.852 1.871 0.6 -0.3 -0.4 0.14
H 3.987 -2.114 1.655 0.4 0.3 -0.5 0.41
H 3.853 -6.168 2.112 0.5 1.1 -0.5 0.29
H 5.040 -4.883 1.549 -0.2 -0.2 -0.1 0.29
H 4.124 -5.982 0.435 0.4 0.2 -0.3 0.33
H 1.030 -5.075 2.976 0.1 0.5 -0.7 0.33
H 0.922 -5.873 1.422 -0.7 0.6 0.0 0.26
H 0.187 -4.123 1.641 0.6 -1.1 0.1 0.24
H 2.283 -4.933 -1.163 0.0 0.2 -0.1 0.38
H 3.494 -3.613 -1.129 -0.2 -0.6 0.5 0.47
H 1.656 -4.323 -3.399 0.4 -0.2 -0.1 0.38
H 1.157 -2.823 -4.255 -0.1 -0.6 0.8 0.40
H -0.731 -5.498 -1.206 -0.4 0.1 -1.2 0.13
H -0.448 -6.526 -2.647 -0.1 0.4 0.1 0.30
H -2.061 -6.002 -2.313 -0.4 0.0 0.2 0.34
H -1.806 -3.006 -1.482 -0.3 0.4 -1.4 0.26
H -2.957 -2.732 -2.909 1.0 -0.4 0.3 0.31
H -1.485 -1.795 -2.812 -0.1 -0.6 0.2 0.28
H -0.497 -4.951 -5.698 -0.3 -0.1 0.1 0.30
H -1.530 -3.550 -5.751 0.0 -0.3 0.5 0.30
H -2.243 -5.117 -5.337 0.2 0.0 0.1 0.32

7
Properties=species:S:1:pos:R:3:forces:R:3:mulliken_charge:R:1 method="wB97M-V/def2-TZVPD" de_lowest_kcal_mol=25.05 lumo_energy_ev=0.156 max_force_ev_per_a=2.46
C -0.050 1.244 0.515 0.4 0.1 0.0 0.49
C 0.741 -1.505 0.898 -0.2 -1.3 1.1 0.11
C -0.219 0.088 -1.465 0.4 -0.3 -0.3 0.62
N -0.094 1.926 1.418 -0.5 1.5 1.9 -0.38
N 0.264 0.407 -0.414 0.2 0.2 -0.6 -0.38
O -0.168 -1.777 1.516 0.5 0.2 -0.4 -0.15
O -0.474 -0.382 -2.468 -0.8 -0.5 -1.6 -0.30

84
Properties=species:S:1:pos:R:3:forces:R:3:mulliken_charge:R:1 method="wB97M-V/def2-TZVPD" multiplicity=2 s2=0.760 lumo_energy_ev="-0.690 / -5.789" max_force_ev_per_a=4.49
As -9.018 -13.318 -1.568 -1.6 -1.5 -0.5 2.10
F -8.386 -11.645 -1.335 -0.4 -1.3 -0.2 -0.67
F -7.436 -14.055 -1.270 -1.7 1.0 0.8 -0.53
F -9.752 -14.950 -1.942 0.9 1.9 0.9 -0.54
F -10.700 -12.650 -1.759 2.3 -0.8 -0.3 -0.85
F -8.543 -13.258 -3.263 -0.7 0.6 1.1 -0.54
F -9.367 -13.441 0.186 0.6 0.2 -1.6 -0.50
Cl -12.551 -17.066 0.444 0.8 -0.1 -0.2 -0.20
C -10.936 -16.582 1.120 -0.4 -0.7 0.7 -0.29
C -11.144 -15.292 1.899 0.6 0.2 0.1 0.40
Cl -11.249 -15.586 3.647 -0.2 -0.3 0.8 -0.25
H -10.102 -16.628 0.420 -0.6 0.7 -0.7 0.19
H -10.639 -17.380 1.802 -0.4 0.0 0.2 0.44
H -12.087 -14.796 1.668 0.4 0.1 -0.4 0.23
H -10.270 -14.641 1.854 -0.4 0.0 -0.6 -0.50
Cl -10.843 -18.365 -5.353 -0.3 -0.3 0.2 -0.21
C -10.444 -17.003 -4.270 -0.2 0.3 -1.4 0.20
C -9.550 -16.040 -5.053 0.3 0.0 1.5 0.25
Cl -10.187 -15.312 -6.553 -0.1 -0.4 0.4 -0.18
H -9.934 -17.426 -3.405 0.0 0.3 -0.1 0.26
H -11.350 -16.469 -3.986 -0.1 -0.4 0.1 -0.26
H -8.603 -16.542 -5.250 -0.1 0.2 -0.3 0.41
H -9.408 -15.237 -4.330 0.4 0.2 -0.4 -0.50
Cl -15.460 -15.042 -2.105 0.6 0.2 -0.1 -0.22
C -13.692 -14.763 -2.371 0.2 -0.8 -0.1 -0.06
C -13.415 -13.902 -3.587 0.7 0.6 0.4 0.10
Cl -13.859 -14.643 -5.135 -0.5 0.0 0.1 -0.17
H -13.230 -15.746 -2.467 -0.2 -0.1 -0.3 0.18
H -13.255 -14.391 -1.445 -0.2 0.5 -0.1 0.07
H -12.355 -13.704 -3.745 0.2 -0.3 0.6 -0.33
H -13.815 -12.900 -3.430 -0.6 -0.1 -0.4 0.42
Cl -9.131 -10.350 -5.793 1.1 0.6 -0.5 -0.22
C -10.610 -11.139 -5.262 0.6 -0.7 -0.9 0.15
C -11.451 -10.159 -4.534 -0.7 -0.7 0.8 0.48
Cl -12.348 -9.084 -5.611 0.0 0.4 -0.3 -0.22
H -10.232 -12.002 -4.714 -0.5 0.2 0.5 -0.43
H -11.062 -11.527 -6.175 -0.3 0.1 0.2 0.46
H -10.879 -9.570 -3.817 -0.2 -0.1 0.0 0.01
H -12.215 -10.744 -4.021 0.0 0.2 0.3 -0.24
O -8.148 -8.567 -2.269 0.1 -1.0 0.8 -0.25
C -6.958 -8.809 -2.461 2.8 0.6 1.0 0.82
N -6.106 -9.557 -1.651 -2.5 0.8 -0.5 -0.14
C -6.284 -7.992 -3.556 -1.2 -0.6 -1.4 -1.23
H -5.098 -9.605 -1.688 -0.3 0.3 -0.7 0.23
H -6.537 -9.977 -0.840 0.1 -0.1 -0.2 -0.12
H -5.453 -7.383 -3.198 -0.1 -0.3 -0.2 0.36
H -7.031 -7.457 -4.141 -0.3 1.0 1.0 0.37
H -6.121 -8.613 -4.436 1.3 -0.8 0.5 0.38
O -8.465 -8.658 0.654 0.7 -0.3 -0.9 -0.40
C -7.832 -9.485 1.346 -1.1 3.4 0.8 0.94
N -7.657 -10.718 1.099 0.9 -2.9 -0.6 -0.14
C -7.352 -9.000 2.660 0.6 0.5 1.6 -1.46
H -7.924 -11.140 0.221 -0.6 -0.3 -0.2 0.42
H -7.310 -11.304 1.845 0.1 -0.1 -0.3 0.24
H -7.101 -7.941 2.730 -0.5 0.0 -0.5 0.40
H -6.445 -9.484 3.023 0.0 -0.5 -0.3 0.42
H -8.132 -9.224 3.387 -0.1 0.1 0.1 0.30
O -11.450 -8.869 -1.487 0.3 0.4 -0.6 -0.56
C -12.460 -9.466 -1.175 0.0 -0.2 1.6 0.83
N -12.508 -10.808 -1.130 -0.5 -0.3 -0.2 0.14
C -13.647 -8.771 -0.560 -0.7 0.8 -0.2 -1.42
H -11.660 -11.331 -1.298 -0.3 0.0 -0.1 0.10
H -13.352 -11.271 -0.823 0.3 0.0 0.1 0.18
H -14.192 -9.320 0.208 0.3 -0.3 0.0 0.37
H -14.402 -8.520 -1.305 0.1 0.1 -0.2 0.33
H -13.303 -7.834 -0.123 0.0 0.0 -0.1 0.34
O -13.030 -12.026 2.169 -2.6 -3.2 -1.9 -0.58
C -12.313 -11.172 2.544 3.1 -1.3 -0.8 0.41
N -12.803 -10.183 3.235 0.0 2.7 1.6 -0.40
C -10.826 -11.210 2.150 -0.6 0.7 1.1 -0.30
H -13.811 -10.200 3.307 0.2 0.2 0.5 0.27
H -12.188 -9.654 3.837 -0.6 0.3 -0.1 0.19
H -10.792 -10.403 1.419 0.8 -0.1 -0.2 0.16
H -10.457 -12.179 1.812 -0.7 0.2 -0.4 -0.21
H -10.234 -11.005 3.042 0.2 0.6 0.0 0.48
O -3.339 -14.380 -3.002 0.8 0.8 -0.4 -0.66
C -4.289 -14.215 -2.265 2.2 -0.2 1.0 0.56
N -5.336 -14.988 -2.354 -2.6 -1.3 -0.1 -0.36
C -4.294 -13.211 -1.094 -0.2 0.4 -1.8 -0.47
H -6.169 -14.778 -1.823 0.5 -0.3 -0.4 0.39
H -5.482 -15.528 -3.195 0.4 0.0 0.1 0.19
H -5.219 -12.677 -1.313 -0.3 0.3 0.7 -0.18
H -3.486 -12.523 -1.341 0.2 -0.1 0.5 0.31
H -4.251 -13.610 -0.080 0.0 -0.1 -0.3 0.30

47
Properties=species:S:1:pos:R:3:forces:R:3:mulliken_charge:R:1 method="wB97M-V/def2-TZVPD" smiles="O=C(O)NCCS.O.O.O.O.O.O.O.O.O.O.O" de_lowest_kcal_mol=9.01 lumo_energy_ev=-0.151 max_force_ev_per_a=2.29
O 0.539 -1.401 0.294 0.3 0.5 0.0 -0.74
C 0.418 -0.606 -0.625 -0.6 0.0 -0.3 0.53
O 0.775 0.682 -0.555 0.6 0.2 -0.4 -0.47
N -0.186 -0.898 -1.797 -0.2 -1.3 -0.6 0.19
C -0.891 -2.186 -1.888 -0.3 0.3 1.0 -0.77
C -2.360 -1.965 -1.501 -0.3 -0.4 1.2 0.23
S -3.059 -3.327 -0.438 0.0 0.0 -0.9 -0.24
H 1.234 0.995 0.287 -0.3 -0.2 -0.8 0.26
H -0.256 -0.329 -2.624 0.3 0.8 0.4 0.22
H -0.757 -2.705 -2.833 0.2 0.3 -0.2 0.46
H -0.443 -2.777 -1.094 0.0 -0.3 -0.2 0.34
H -2.458 -1.064 -0.880 0.1 -0.5 -0.5 -0.29
H -3.081 -1.848 -2.307 0.2 -0.1 -0.3 0.38
H -2.408 -3.038 0.691 0.1 0.2 -0.1 0.07
O -1.386 1.550 1.910 -0.3 -0.1 -0.4 -0.63
H -0.801 2.184 2.331 0.0 0.0 0.0 0.30
H -0.981 0.679 2.065 0.1 0.2 0.5 0.34
O 0.151 -0.185 3.194 0.1 1.4 -0.2 -0.64
H 1.073 -0.455 3.093 -0.2 -1.4 0.6 0.24
H -0.450 -0.782 3.640 0.5 -0.6 -0.1 0.24
O 1.664 1.855 1.508 0.6 -1.1 0.8 -0.62
H 1.345 1.055 1.971 -0.5 0.5 0.3 0.22
H 2.598 1.786 1.762 0.1 0.5 -0.3 0.37
O 0.630 1.713 -3.620 -0.1 -0.5 -0.5 -0.64
H 0.758 1.717 -2.675 0.1 0.3 0.5 0.31
H 0.326 2.593 -3.861 0.0 0.0 0.2 0.31
O 2.773 -1.475 -3.415 0.4 -0.3 -1.2 -0.64
H 2.116 -0.775 -3.445 0.1 -0.1 0.7 0.32
H 2.996 -1.798 -2.543 -0.5 0.6 0.5 0.33
O -2.568 -1.354 2.112 0.5 -0.1 0.5 -0.53
H -3.172 -0.616 1.970 -0.2 -0.1 -0.1 0.30
H -2.988 -1.992 2.698 -0.2 0.2 -0.1 0.26
O 0.436 4.723 1.159 0.0 0.5 0.1 -0.63
H -0.056 4.252 0.475 0.0 -0.3 0.0 0.37
H 0.561 4.103 1.880 0.0 -0.1 -0.1 0.27
O 3.556 -1.376 -0.216 0.1 0.0 -0.7 -0.52
H 3.895 -0.481 -0.114 0.1 -0.1 0.0 0.29
H 4.322 -1.950 -0.141 0.1 0.0 0.0 0.26
O 2.564 -1.332 2.186 -0.6 1.8 1.3 -0.65
H 1.995 -1.290 1.396 0.3 -1.1 -0.2 0.43
H 3.085 -2.118 2.298 -0.1 -0.5 -0.5 0.25
O -0.663 2.921 -0.794 -0.4 -0.8 -0.7 -0.59
H -1.541 2.829 -1.184 -0.1 0.4 0.1 0.31
H -0.355 1.987 -0.830 0.1 0.8 0.4 0.41
O -3.110 0.465 0.092 0.1 0.2 0.0 -0.71
H -2.237 0.758 0.414 -0.4 0.3 0.1 0.20
H -3.604 1.277 -0.048 0.0 0.1 0.1 0.30

17
Properties=species:S:1:pos:R:3:forces:R:3:mulliken_charge:R:1 method="wB97M-V/def2-TZVPD" de_lowest_kcal_mol=68.07 lumo_energy_ev=0.860 max_force_ev_per_a=0.48
C 0.521 -0.153 2.198 0.0 0.0 0.1 -0.90
C 0.675 -0.939 0.927 -0.1 0.0 -0.1 -0.19
C -0.227 -0.971 -0.054 0.3 -0.1 0.1 -0.25
O -1.406 -0.293 0.018 0.1 0.0 0.1 -0.33
C -2.073 -0.128 -1.216 -0.2 0.0 -0.2 -0.64
H 1.058 -0.633 3.022 -0.1 0.1 -0.1 0.32
H 0.927 0.864 2.101 0.0 -0.1 0.0 0.18
H -0.532 -0.058 2.479 0.1 0.0 0.0 0.30
H 1.574 -1.533 0.783 -0.1 0.1 0.0 0.35
H -0.081 -1.565 -0.958 0.0 0.1 0.1 0.38
H -1.570 0.620 -1.845 -0.1 -0.1 0.1 0.22
H -2.131 -1.073 -1.772 0.0 0.1 0.1 0.33
H -3.084 0.218 -0.991 0.1 0.0 0.0 0.24
C 1.567 1.308 -1.144 0.2 -0.1 -0.1 0.19
O 2.516 0.942 -1.789 -0.4 0.2 0.2 -0.44
H 1.647 1.626 -0.088 0.1 0.0 -0.1 0.17
H 0.546 1.362 -1.574 0.2 0.0 0.0 0.07